{
  "formula": "CH5O4PSi",
  "method": "ωB97M-V/def2-TZVPD",
  "elements": ["P", "Si", "O", "O", "O", "O", "C", "H", "H", "H", "H", "H"],
  "positions_angstrom": [[1.0525, -2.4207, -2.8520], [-0.9567, -0.6074, 0.0752], [0.4601, -1.9038, -4.0956], [0.6050, -3.7394, -2.3369], [2.2449, -1.7249, -2.2246], [-2.4796, -0.6672, 0.2988], [-0.2134, 1.1330, 0.3914], [0.4506, 1.5303, -0.4026], [-0.9010, 1.9747, 0.4578], [0.1658, -1.6998, 0.5282], [-0.4093, -0.6135, -1.3675], [0.2673, 1.0532, 1.4251]],
  "nbo_charge": [2.438, 1.511, -1.152, -1.148, -1.147, -1.337, -1.140, 0.216, 0.198, -0.291, -0.335, 0.186],
  "energy_ev": -26476.9047,
  "gap_ev": 7.896,
  "total_charge": -2,
  "de_lowest_kcal_mol": 28.52
}



{
  "formula": "C7H13N2O",
  "method": "ωB97M-V/def2-TZVPD",
  "elements": ["O", "N", "N", "C", "C", "C", "C", "C", "C", "C", "H", "H", "H", "H", "H", "H", "H", "H", "H", "H", "H", "H", "H"],
  "positions_angstrom": [[0.4327, -1.7741, -0.7994], [0.5833, 1.3450, 0.3844], [0.5836, -0.5451, -0.9522], [1.3943, 0.2242, -0.0678], [2.5605, 0.9492, -0.8846], [-2.8374, 0.3472, -0.8387], [1.9621, -0.4484, 1.1833], [-1.6712, -1.1773, 0.7037], [-0.7062, 1.2270, 0.4079], [-1.5691, 0.1589, 0.0533], [-2.5869, -0.4247, -1.5847], [1.2458, -1.0828, 1.6003], [2.3427, 0.3502, 1.9254], [-3.7863, -0.0895, -0.5466], [2.9214, 0.1694, -1.6249], [2.8402, -1.1850, 1.0273], [-1.1550, -1.2609, 1.6143], [3.1913, 1.2283, -0.1085], [-3.0192, 1.2832, -1.3444], [-2.7436, -1.5190, 0.7366], [-1.1545, 2.1695, 0.3991], [-1.0536, -1.8658, 0.0851], [2.2252, 1.9205, -1.3689]],
  "nbo_charge": [-0.496, -0.526, -0.042, 0.135, -0.605, -0.641, -0.631, -0.656, 0.069, -0.161, 0.212, 0.214, 0.206, 0.175, 0.199, 0.185, 0.198, 0.193, 0.194, 0.177, 0.143, 0.246, 0.212],
  "energy_ev": -12492.8993,
  "gap_ev": [5.927, 5.704],
  "total_charge": -1,
  "de_lowest_kcal_mol": 44.52
}



{
  "formula": "C2H35N2O14",
  "method": "ωB97M-V/def2-TZVPD",
  "elements": ["O", "O", "O", "O", "O", "O", "O", "O", "O", "O", "O", "O", "O", "O", "N", "N", "C", "C", "H", "H", "H", "H", "H", "H", "H", "H", "H", "H", "H", "H", "H", "H", "H", "H", "H", "H", "H", "H", "H", "H", "H", "H", "H", "H", "H", "H", "H", "H", "H", "H", "H", "H", "H"],
  "positions_angstrom": [[2.1448, -0.2748, -2.9830], [1.4966, -0.4382, 1.3400], [-4.0142, -0.1195, -2.4207], [-0.5818, -3.8633, -0.5141], [-0.7512, 3.9300, -2.3247], [-0.0775, -1.4151, -1.5162], [-1.4943, 1.5041, -3.1449], [1.8613, -2.0529, 3.3896], [1.9951, 2.2114, 1.9674], [-0.2745, 3.7706, 0.2799], [3.4671, -0.0837, -0.7294], [0.6169, 1.6070, -1.5718], [-0.2800, -2.8001, 2.3721], [1.7021, 0.4868, 4.2885], [-0.9286, 0.4855, 0.4304], [-2.1137, -1.4371, 0.8715], [-3.3217, -2.2344, 0.6699], [-1.8658, -0.3864, 0.1292], [2.8174, -2.1934, 3.4078], [1.2584, 1.3020, 3.9948], [-0.6689, 4.7710, -2.7885], [-4.1178, -0.3447, -3.3467], [2.9553, -0.3764, 0.0520], [-2.5263, -0.2257, -0.7180], [1.5452, -1.2470, 3.8714], [-0.5111, 3.5967, -0.6446], [-0.0967, 0.3260, 1.0370], [-3.0520, -3.2243, 0.3175], [-0.5915, 4.5694, 0.6573], [-1.4134, -1.9713, 1.4318], [1.4439, 1.2131, -1.9069], [-3.4650, 0.6666, -2.4893], [-1.1268, 3.2695, -2.9358], [1.7189, -0.9941, 2.1180], [-0.6707, -2.9297, -0.7226], [0.5047, 2.4742, -2.0080], [2.5686, 0.7307, 4.6285], [-1.1113, 1.3004, -4.0060], [0.7388, -1.0111, -1.1859], [2.9302, 2.4085, 1.8406], [1.9046, 0.3924, 1.6420], [-0.8515, 1.2437, -0.2319], [-3.8818, -2.2854, 1.6027], [2.8166, -0.5581, -2.3202], [-0.8102, -3.1984, 3.0779], [-0.9710, 1.0439, -2.4583], [1.5238, 2.8018, 1.3309], [-4.0186, -1.7511, -0.0130], [0.1591, -1.6941, -2.4140], [0.5398, -2.4938, 2.7932], [2.6908, -0.0778, -3.7567], [-0.1387, -3.8945, 0.3285], [4.3266, -0.5292, -0.7194]],
  "nbo_charge": [-0.996, -1.013, -0.952, -0.970, -0.998, -0.966, -0.997, -0.981, -0.992, -1.012, -0.985, -1.020, -0.981, -0.981, -0.744, -0.566, -0.429, 0.400, 0.518, 0.517, 0.501, 0.478, 0.506, 0.230, 0.535, 0.506, 0.445, 0.233, 0.486, 0.455, 0.518, 0.479, 0.513, 0.490, 0.482, 0.499, 0.492, 0.493, 0.490, 0.486, 0.504, 0.423, 0.207, 0.501, 0.487, 0.515, 0.526, 0.225, 0.501, 0.496, 0.484, 0.473, 0.487],
  "energy_ev": -34283.7662,
  "gap_ev": 9.876,
  "total_charge": 1,
  "de_lowest_kcal_mol": 0.00
}



{
  "formula": "C2H7N2O",
  "method": "ωB97M-V/def2-TZVPD",
  "elements": ["O", "N", "N", "C", "C", "H", "H", "H", "H", "H", "H", "H"],
  "positions_angstrom": [[0.0329, 0.3713, -1.4464], [1.2474, -0.0642, -0.8678], [-0.6948, -0.1440, 0.6625], [-0.9534, 0.7192, -0.5156], [0.7514, -0.7243, 0.4450], [1.4345, -0.5123, 1.3962], [-0.6920, 0.2092, 1.5477], [1.8212, 0.7258, -0.6963], [-0.9108, 1.7219, -0.3230], [-1.7662, 0.4862, -1.0895], [-1.1438, -1.0818, 0.7485], [0.8736, -1.7070, 0.1387]],
  "nbo_charge": [-0.349, -0.270, -0.534, 0.073, -0.126, 0.249, 0.440, 0.357, 0.208, 0.239, 0.463, 0.249],
  "energy_ev": -7204.6638,
  "gap_ev": 10.902,
  "total_charge": 1,
  "de_lowest_kcal_mol": 103.34
}



Question: Number 1 is which compound?
Answer: CH5O4PSi



Question: What is the formula in the first record?
Answer: CH5O4PSi